Density functional theory data (wB97M-V/def2-TZVPD) for a 6-piece molecular cluster, C26H66ClN4O14 overall.

HOMO energy in eV: -5.500
Net charge: -1
M in g/mol: 694.28
Frontier orbital gap in eV: 7.67
Strongest force on any atom in eV Å⁻¹: 7.63

Last column: Löwdin charge in e.
Atoms and positions in Å:
Cl 34.42757 15.97067 -11.52324  0.57
O 35.42744 16.50970 -10.65171  -0.40
O 34.04491 16.83837 -12.50469  -0.34
O 34.93254 14.70630 -12.00317  -0.40
O 33.24056 15.62296 -10.70382  -0.43
C 39.77990 19.89487 -2.64979  -0.12
O 39.99791 18.59965 -3.17702  -0.19
C 38.80082 17.91769 -3.53576  -0.20
C 38.27421 18.45764 -4.92085  -0.20
N 36.97753 17.90772 -5.27847  -0.08
C 35.77493 18.20464 -4.45145  -0.17
C 34.46873 17.74023 -5.15343  -0.20
O 33.36023 18.12759 -4.36599  -0.20
C 32.14282 17.47532 -4.51903  -0.13
H 39.12778 19.93715 -1.77741  0.09
H 39.23524 20.46912 -3.39924  0.06
H 40.67531 20.50960 -2.55767  0.09
H 38.10060 17.94192 -2.70077  0.10
H 38.99956 16.85000 -3.62870  0.12
H 38.95168 18.12817 -5.70862  0.12
H 38.34200 19.54372 -4.98358  0.09
H 36.83102 17.89414 -6.27770  0.11
H 35.63442 19.26543 -4.24388  0.11
H 35.94815 17.67399 -3.51524  0.11
H 34.55862 16.65449 -5.18796  0.12
H 34.31156 18.11200 -6.16594  0.13
H 31.33861 17.92501 -3.93668  0.08
H 32.30151 16.44119 -4.21325  0.08
H 31.74219 17.40753 -5.53047  0.09
C 28.67448 21.10293 -21.80940  -0.12
O 29.57461 20.54599 -20.88692  -0.20
C 29.24117 19.26459 -20.43356  -0.21
C 30.35743 18.76873 -19.42994  -0.20
N 30.09117 19.24499 -18.07670  -0.07
C 31.33038 19.12753 -17.29448  -0.21
C 32.15119 20.40757 -17.31190  -0.15
O 31.30775 21.59433 -16.97937  -0.21
C 31.33899 21.92282 -15.64179  -0.15
H 28.87533 22.17404 -21.78741  0.08
H 27.59937 20.95530 -21.70730  0.09
H 29.04322 20.78156 -22.78349  0.08
H 29.01165 18.59558 -21.26294  0.11
H 28.33503 19.36609 -19.83632  0.11
H 31.34024 19.13866 -19.72205  0.10
H 30.59436 17.70481 -19.42378  0.11
H 29.83469 20.22142 -18.10676  0.09
H 31.86728 18.27553 -17.71152  0.12
H 30.96939 18.93760 -16.28368  0.11
H 32.47197 20.56024 -18.34239  0.11
H 33.01443 20.35069 -16.64881  0.12
H 31.06994 21.01954 -15.09427  0.08
H 30.57316 22.68931 -15.52309  0.09
H 32.30835 22.21349 -15.23686  0.08
C 41.04315 19.44727 -11.87296  -0.12
O 41.55905 20.36680 -12.83091  -0.20
C 40.47025 20.95458 -13.56588  -0.22
C 40.81461 22.33906 -14.14098  -0.19
N 40.93823 23.26840 -12.99769  -0.05
C 41.55464 24.49243 -13.38401  -0.28
C 41.38213 25.61280 -12.42830  -0.25
O 41.42540 26.89487 -13.04927  -0.18
C 42.82237 27.33112 -13.26336  -0.08
H 40.79495 19.95770 -10.94239  0.09
H 41.79685 18.66892 -11.75374  0.09
H 40.10672 18.92905 -12.07948  0.09
H 39.62349 20.96350 -12.87958  0.12
H 40.22678 20.25397 -14.36461  0.12
H 40.10938 22.63994 -14.91572  0.12
H 41.75396 22.20312 -14.67692  0.11
H 41.46379 22.77972 -12.28701  0.11
H 41.02617 24.83946 -14.27193  0.13
H 42.56613 24.37632 -13.77325  0.12
H 42.06731 25.46234 -11.59405  0.12
H 40.38165 25.44458 -12.02975  0.12
H 43.23033 27.85531 -12.39912  0.08
H 42.69132 28.16563 -13.95222  0.08
H 43.50162 26.60105 -13.70350  0.08
C 38.17351 6.92453 -2.27500  -0.09
O 38.54053 7.97228 -3.23428  -0.16
C 37.50847 8.16539 -4.15785  -0.28
C 37.86528 9.15985 -5.21867  -0.26
N 36.83539 9.55406 -6.11202  -0.05
C 36.16181 10.79590 -5.70802  -0.21
C 34.92705 11.07973 -6.54822  -0.22
O 33.86624 10.27765 -6.06702  -0.17
C 32.68003 10.40477 -6.72371  -0.16
H 38.94300 6.55564 -1.59682  0.08
H 37.91381 5.97733 -2.74774  0.08
H 37.31990 7.23534 -1.67263  0.08
H 36.67511 8.74219 -3.75672  0.12
H 37.11864 7.24278 -4.58788  0.13
H 38.68633 8.67724 -5.74884  0.11
H 38.33505 9.97299 -4.66527  0.13
H 36.08990 8.87757 -6.19401  0.11
H 36.88575 11.60460 -5.80803  0.12
H 35.84204 10.77128 -4.66627  0.11
H 35.26408 10.92526 -7.57323  0.13
H 34.72153 12.14974 -6.51770  0.13
H 32.19682 11.38161 -6.70425  0.09
H 31.88453 9.73398 -6.39920  0.08
H 32.76663 10.08289 -7.76149  0.09
C 40.31182 12.35175 -12.00052  -0.18
C 39.27976 11.79198 -10.98236  -0.28
O 39.93352 10.97375 -10.08216  -0.06
O 40.71921 11.21716 -12.84197  -0.08
H 41.12591 12.84920 -11.47336  0.11
H 39.93351 13.16544 -12.61929  0.11
H 38.44615 11.21603 -11.38422  0.12
H 38.65462 12.54239 -10.49844  0.12
H 39.31194 10.77403 -9.37834  0.09
H 41.67028 11.22225 -12.97246  0.07

---

Density functional theory data (wB97M-V/def2-TZVPD) for C2H2N2O2S as an isolated structure.

Energy above the lowest of the compared OMol25 structures with the same formula, charge and spin in kJ/mol: 236.6
HOMO energy in eV: -10.898
M in g/mol: 118.12
Frontier orbital gap in eV: 9.36
Strongest force on any atom in eV Å⁻¹: 5.29

Last column: natural (NBO) charge in e.
Atoms and positions in Å:
C 0.38663 0.63755 1.19523  0.27
C 0.05367 0.70773 -0.94926  -0.03
N 0.03475 -0.54877 1.26144  -0.60
N 0.55252 1.28608 0.02577  -0.44
O 0.46640 -1.89880 -0.86961  -0.89
O -1.92898 -1.28600 -0.50551  -0.86
S -0.50210 -0.96721 -0.30873  2.10
H 0.68165 1.29704 2.13299  0.21
H 0.25547 0.77238 -1.98231  0.23

---

Density functional theory data (wB97M-V/def2-TZVPD) for C37H44Cl3I2N3NbO8Si as an isolated structure.

HOMO energy in eV: -4.890
Net charge: -1
M in g/mol: 1139.93
Frontier orbital gap in eV: 5.69
Strongest force on any atom in eV Å⁻¹: 4.12

Last column: Löwdin charge in e.
Atoms and positions in Å:
C 1.95031 -1.30808 -1.59556  -0.15
O 2.21862 -0.02007 -1.04898  -0.36
C 1.00672 0.64937 -0.62080  -0.35
Nb 0.72244 0.52832 1.65632  1.58
Cl 2.90084 -0.66369 1.84091  0.08
C -1.25196 1.55198 1.27804  -0.31
C -2.54806 0.66425 1.21802  -0.37
O -3.65490 1.48456 1.65558  -0.25
Si -5.04585 0.67053 2.14227  0.45
C -4.95914 -1.19474 2.40808  -0.18
C -5.56928 1.43878 3.84019  -0.18
C -6.48629 1.11728 0.93310  -0.17
C 0.15092 0.17543 3.84839  -0.75
Cl -1.56846 -0.28649 4.31582  0.49
C 0.99227 0.28990 4.92174  -0.81
C 2.48953 0.61909 4.81457  -0.21
Cl 0.38653 0.00838 6.62118  0.50
C 1.58583 2.56871 2.07548  -0.81
I 0.65251 3.70578 3.72247  0.68
C 2.64346 3.21866 1.47618  -0.80
C 3.42931 2.51915 0.34125  -0.19
I 3.34424 5.21187 2.06950  1.06
C -0.13930 -1.57291 1.27364  -0.32
C 0.22814 -2.62206 2.27115  -0.17
C -0.18106 -4.01598 2.17847  -0.10
C -1.01998 -4.41664 1.03940  -0.11
C -1.42008 -3.40367 0.06075  -0.10
C -0.97939 -1.99769 0.15652  -0.15
H 1.68897 -2.05553 -0.79928  0.08
H 1.19625 -1.28363 -2.42126  0.07
H 2.91621 -1.66849 -2.05721  0.09
H 0.97961 1.73842 -0.92953  0.06
H 0.16983 0.16059 -1.19845  0.04
H -1.16934 2.07124 0.27088  0.06
H -1.47708 2.39616 1.99666  0.02
H -2.73795 0.44844 0.11717  0.11
H -2.48446 -0.33130 1.71239  0.03
H -5.05108 -1.72632 1.41643  0.02
H -3.95017 -1.50218 2.82396  0.03
H -5.70211 -1.58542 3.16190  0.05
H -5.60716 0.62590 4.61852  0.03
H -6.52460 2.01253 3.75030  0.02
H -4.73412 2.12593 4.15838  0.03
H -7.17754 0.24413 0.80252  0.02
H -6.99274 2.02208 1.36510  0.02
H -6.00754 1.41840 -0.03992  0.03
H 2.81300 1.39877 4.09324  0.03
H 3.05251 -0.33629 4.60832  0.05
H 2.84114 0.96172 5.83283  0.07
H 3.79834 1.48912 0.54580  0.03
H 4.36205 3.14008 0.17462  0.04
H 2.87055 2.61835 -0.63370  0.07
H 0.88347 -2.35011 3.13900  0.06
H 0.18217 -4.72526 2.96590  0.09
H -1.30920 -5.48975 0.97608  0.08
H -2.06911 -3.74117 -0.78078  0.08
H -1.30204 -1.24741 -0.59505  0.07
C 4.73686 -1.03026 -7.62887  -0.08
C 5.16542 -2.25775 -7.13856  -0.07
C 4.45306 -2.88967 -6.12882  0.00
C 3.31152 -2.28471 -5.62191  -0.14
C 2.87983 -1.05562 -6.09976  0.00
C 3.59854 -0.42778 -7.10774  -0.07
N 2.54174 -2.96083 -4.57191  -0.34
O 2.96010 -4.02989 -4.16096  0.08
O 1.52973 -2.41577 -4.17512  0.05
H 5.29229 -0.54126 -8.42158  0.10
H 6.05449 -2.72381 -7.54629  0.10
H 4.79458 -3.84554 -5.75317  0.12
H 1.99253 -0.57983 -5.70192  0.12
H 3.26918 0.53070 -7.49032  0.11
C -7.09058 -7.47922 1.21640  -0.08
C -6.17956 -6.86844 0.36360  -0.07
C -6.15076 -5.48528 0.25302  0.01
C -7.03600 -4.72529 1.00466  -0.14
C -7.95452 -5.32634 1.85373  0.00
C -7.97975 -6.71009 1.95732  -0.07
N -6.99072 -3.26287 0.90876  -0.34
O -6.18448 -2.77199 0.13966  0.05
O -7.75775 -2.62373 1.60675  0.07
H -7.10705 -8.55988 1.30506  0.10
H -5.48869 -7.47132 -0.21332  0.11
H -5.43709 -5.01841 -0.41374  0.12
H -8.64871 -4.73538 2.43728  0.12
H -8.69050 -7.19017 2.61920  0.11
C 7.56030 8.28677 -2.89719  -0.08
C 8.03397 7.06014 -2.44769  -0.07
C 7.35730 6.37847 -1.44596  0.00
C 6.20514 6.93330 -0.90510  -0.14
C 5.72855 8.16154 -1.34243  0.00
C 6.41199 8.83884 -2.34283  -0.07
N 5.47522 6.20502 0.13526  -0.35
O 5.93527 5.14316 0.50261  0.00
O 4.43953 6.71773 0.56395  -0.30
H 8.08806 8.81446 -3.68396  0.10
H 8.93047 6.63347 -2.88134  0.11
H 7.73400 5.42357 -1.10260  0.12
H 4.83327 8.59826 -0.91883  0.12
H 6.04738 9.79673 -2.69384  0.11

---

Density functional theory data (wB97M-V/def2-TZVPD) for C20H45N2P3S2Sc as an isolated structure.

Energy above the lowest of the compared OMol25 structures with the same formula, charge and spin in kJ/mol: 376.7
HOMO energy (spin up / spin down) in eV: -15.487 / -14.909
Net charge: +3
M in g/mol: 515.61
Frontier orbital gap (spin up / spin down) in eV: 7.35 / 3.62
Strongest force on any atom in eV Å⁻¹: 4.18

Last column: Löwdin charge in e.
Atoms and positions in Å:
Sc -0.06705 0.13318 -0.03004  0.02
P -0.20240 -2.33581 -0.63583  0.63
P 2.23970 0.66189 -0.70770  0.70
P -0.92555 0.83117 -2.09638  0.73
H -0.95711 1.92343 1.87891  0.07
C -1.31474 1.55634 0.91857  -0.24
C -2.00826 0.27891 0.86660  -0.25
H -2.16181 -0.28136 1.78930  0.07
C -0.00503 -3.59554 0.64713  -0.29
C 0.84811 -2.98251 -1.92509  -0.23
C -1.87194 -2.69837 -1.17652  -0.24
C 2.67757 2.37680 -0.44081  -0.23
C 3.61552 -0.21664 0.04495  -0.28
C 2.65841 0.42376 -2.44616  -0.24
C -2.71312 1.00071 -2.13368  -0.24
C -0.61482 -0.06209 -3.61754  -0.23
C -0.39720 2.51568 -2.47249  -0.25
H -1.60977 2.35343 0.23921  0.04
H -2.81802 0.13936 0.15152  0.04
H -0.59211 -3.35778 1.54468  0.07
H 1.07187 -3.67742 0.95292  0.04
H -0.29261 -4.53659 0.23881  0.06
H 1.90375 -2.95948 -1.63229  0.05
H 0.73281 -2.41949 -2.85986  0.04
H 0.54961 -4.02876 -2.10422  0.08
H -2.58760 -2.47146 -0.37969  0.06
H -1.90876 -3.77035 -1.41552  0.07
H -2.14221 -2.12210 -2.06522  0.03
H 3.70525 2.52852 -0.79781  0.07
H 2.62171 2.63685 0.62396  0.07
H 2.00174 3.04566 -0.98500  0.04
H 4.53328 0.17467 -0.41061  0.07
H 3.56044 -1.29765 -0.14688  0.03
H 3.67310 -0.06791 1.13010  0.06
H 3.70846 0.72444 -2.55363  0.07
H 2.04859 1.04182 -3.10939  0.03
H 2.55325 -0.62639 -2.74301  0.05
H -2.95598 1.43404 -3.10827  0.05
H -3.08149 1.66456 -1.34379  0.05
H -3.21110 0.02887 -2.03159  0.06
H -1.02950 0.54361 -4.43212  0.07
H -1.12032 -1.03331 -3.60487  0.05
H 0.45142 -0.22801 -3.80038  0.04
H -0.97248 2.85438 -3.34288  0.04
H 0.67000 2.56863 -2.70538  0.04
H -0.59910 3.18300 -1.62449  0.05
C -4.30472 5.89372 -2.11988  -0.55
C -3.96672 7.26442 -2.10495  -0.04
C -4.73779 8.17382 -1.38114  0.00
C -5.85618 7.74100 -0.66081  0.04
C -6.19841 6.38547 -0.67023  0.00
C -5.43396 5.46961 -1.39057  -0.06
S -3.39149 4.69593 -2.99673  1.02
H -2.45467 5.54291 -3.50900  -0.04
H -3.09839 7.60808 -2.66286  0.12
H -4.46306 9.22848 -1.37991  0.14
H -6.45686 8.45478 -0.09601  0.15
H -7.06602 6.03466 -0.11436  0.14
H -5.70118 4.41460 -1.39744  0.12
C 4.01163 -3.05661 2.92043  -0.03
N 2.93516 -2.84146 1.95493  -0.02
C 1.72360 -2.40309 2.32159  -0.71
S 0.96320 -1.26640 1.31883  0.75
N 1.01802 -2.65271 3.42905  -0.01
C 1.24103 -3.84200 4.25286  -0.02
H 3.70795 -2.68292 3.89891  0.09
H 4.89998 -2.49071 2.62225  0.10
H 4.25853 -4.12651 2.95315  0.11
H 3.22761 -2.97991 0.96559  0.16
H 0.12862 -2.14953 3.63092  0.17
H 0.44282 -3.93836 4.99475  0.11
H 1.24656 -4.73231 3.61576  0.11
H 2.18465 -3.74935 4.80105  0.09

---

Density functional theory data (wB97M-V/def2-TZVPD) for C3H6N4O2 as an isolated structure.

Energy above the lowest of the compared OMol25 structures with the same formula, charge and spin in kJ/mol: 598.8
HOMO energy in eV: -9.147
M in g/mol: 130.11
Frontier orbital gap in eV: 9.02
Strongest force on any atom in eV Å⁻¹: 5.80

Last column: natural (NBO) charge in e.
Atoms and positions in Å:
C -0.13409 -0.42944 -0.10087  0.52
C -2.57761 -0.27958 0.24966  0.54
C 2.33974 -0.39027 -0.22676  0.50
H 0.56935 1.59868 1.36102  0.37
H 0.51912 2.78131 -0.46988  0.40
H -1.68175 -1.80099 -1.07864  0.43
H -2.31641 0.70937 0.63054  0.16
H 1.17634 -1.87439 0.72276  0.42
H 2.28010 0.81245 -0.68414  0.23
N 0.77322 1.65454 0.07195  -0.74
N -0.34598 0.80625 -0.39637  -0.36
N -1.36777 -1.08632 -0.11364  -0.68
N 1.12760 -1.10021 0.08919  -0.67
O -3.79031 -0.48134 -0.09157  -0.56
O 3.42845 -0.92007 0.03676  -0.58

---

Density functional theory data (wB97M-V/def2-TZVPD) for a single C6H16N2O molecule.

Energy above the lowest of the compared OMol25 structures with the same formula, charge and spin in kJ/mol: 384.4
HOMO energy in eV: -7.439
M in g/mol: 132.21
Frontier orbital gap in eV: 8.31
Strongest force on any atom in eV Å⁻¹: 6.07

Last column: natural (NBO) charge in e.
Atoms and positions in Å:
C 1.99919 -0.49075 1.56042  -0.42
N 1.04882 0.46339 1.01915  -0.37
N 1.65362 1.71837 0.69431  -0.68
C -0.47397 0.08786 0.18860  0.24
C -1.19645 1.41040 -0.03782  -0.67
C -1.25973 -0.86708 1.07241  -0.65
C 0.26918 -0.46893 -0.95760  -0.43
C -1.00977 -1.11107 -1.94519  -0.07
O -1.87652 -0.16405 -2.51261  -0.72
H 2.85056 -0.66927 0.88459  0.15
H 1.52487 -1.45583 1.76338  0.20
H 2.41030 -0.13131 2.51689  0.19
H 2.50292 1.60598 0.13681  0.32
H 1.93216 2.20762 1.54937  0.34
H -1.56939 1.83110 0.90061  0.22
H -0.51973 2.14336 -0.48892  0.24
H -2.05700 1.30560 -0.70387  0.24
H -2.27934 -0.99836 0.69466  0.23
H -1.33341 -0.45655 2.08462  0.23
H -0.79459 -1.85341 1.13671  0.21
H 0.87035 -1.35354 -0.75628  0.21
H 0.75007 0.28068 -1.58531  0.21
H -1.61986 -1.87334 -1.45937  0.17
H -0.47029 -1.63532 -2.74073  0.15
H -1.35199 0.47443 -3.01483  0.47

---

Density functional theory data (wB97M-V/def2-TZVPD) for C5H6O2 as an isolated structure.

Energy above the lowest of the compared OMol25 structures with the same formula, charge and spin in kJ/mol: 337.9
HOMO energy in eV: -9.315
M in g/mol: 98.10
Frontier orbital gap in eV: 10.30
Strongest force on any atom in eV Å⁻¹: 1.88

Last column: natural (NBO) charge in e.
Atoms and positions in Å:
O 0.69721 0.74968 -1.67639  -0.52
C 0.20563 0.14533 -0.52502  0.12
C -1.00477 1.00117 -0.08355  -0.09
O -0.10212 2.09896 0.23283  -0.49
C 0.95414 1.35414 -0.21916  0.33
C -0.20044 -1.85756 0.81196  -0.37
C 0.44563 -1.26385 -0.18518  -0.21
H -1.55437 0.67778 0.80053  0.19
H -1.65488 1.31875 -0.89987  0.21
H 1.93790 1.77115 0.00803  0.21
H -0.98783 -1.35246 1.36728  0.19
H 0.03711 -2.86934 1.11303  0.21
H 1.22678 -1.77375 -0.74450  0.22

---

Density functional theory data (wB97M-V/def2-TZVPD) for a 2-piece molecular cluster, C2H2N2O2 overall.

Energy above the lowest of the compared OMol25 structures with the same formula, charge and spin in kJ/mol: 537.2
HOMO energy (spin up / spin down) in eV: -10.159 / -9.869
M in g/mol: 86.05
Frontier orbital gap (spin up / spin down) in eV: 8.65 / 8.36
Strongest force on any atom in eV Å⁻¹: 3.15

Last column: natural (NBO) charge in e.
Atoms and positions in Å:
C -1.20001 -0.08534 -0.88004  0.19
C 0.15197 0.21050 -0.85695  -0.41
N -2.32454 -0.33325 -0.88349  -0.26
N 0.63484 -0.13169 1.31055  0.57
O 0.44180 0.82472 1.96356  -0.28
O 1.01578 -1.23185 1.48217  -0.29
H 0.84580 -0.50610 -1.26424  0.24
H 0.43437 1.25301 -0.87156  0.24